Record 1
# C5H6N2O2

An isolated molecule of C5H6N2O2 in a non-equilibrium geometry (wB97M-V/def2-TZVPD, OMol25).

As for the SMILES: Cc1c[nH]cc1[N+](=O)[O-]. The calculation puts the frontier orbital gap (spin up / spin down) at 8.53 / 8.53 eV. As for the energy above the lowest of the compared OMol25 structures with the same formula, charge and spin: 112.14 kcal per mole. The lowest unoccupied orbital energy (spin up / spin down) is -0.07 / -0.07 eV. For the calculated total energy, the calculation gives -12352.758 eV.

Each line ends with the natural charge from an NBO analysis.
Positions of all 15 atoms, in Å:
C1 -0.2153 1.7228 -0.0194  -0.622
C2 -0.3813 0.2769 0.0269  -0.045
C3 0.7173 -0.5883 0.0063  -0.110
N1 0.2786 -1.9113 0.0279  -0.453
C4 -1.0331 -2.0633 0.0644  -0.002
C5 -1.5366 -0.5032 0.0080  -0.038
N2 -2.8355 0.0005 -0.0101  0.503
O1 -3.7647 -0.7861 -0.0216  -0.391
O2 -2.9623 1.2289 0.0670  -0.419
H1 0.5713 1.9359 0.7119  0.224
H2 0.2792 2.0180 -1.0750  0.216
H3 -1.0086 2.3485 -0.0507  0.254
H4 1.7935 -0.5078 0.1202  0.219
H5 0.7781 -2.7675 0.1647  0.424
H6 -1.7114 -2.8484 -0.1425  0.240

Forces on atoms 1 to 6 (eV/Å):
4.654 0.046 -2.705
0.494 -1.631 -0.565
-0.085 -1.369 0.601
-1.091 -0.179 0.216
-2.761 7.357 -0.726
2.814 -5.011 0.224

---

Record 2
# C7H17NO

A cluster of 2 separate species, C7H17NO in total in a non-equilibrium geometry (wB97M-V/def2-TZVPD, OMol25).

As for the SMILES: CCN(C)C(C)=O.CC. The calculation puts the frontier orbital gap at 10.21 eV. As for the energy above the lowest of the compared OMol25 structures with the same formula, charge and spin: 39.96 kcal per mole. The lowest unoccupied orbital energy is 0.85 eV. For the calculated total energy, the calculation gives -11071.406 eV.

Each line ends with the natural charge from an NBO analysis.
Positions of all 26 atoms, in Å:
C1 -1.1311 2.6907 -1.8739  -0.653
C2 0.1420 1.8785 -2.0335  -0.221
N1 -0.0603 0.4450 -2.0390  -0.433
C3 0.0481 -0.1529 -3.3953  -0.412
C4 -0.4875 -0.3659 -1.0466  0.682
C5 -0.6793 0.3376 0.2863  -0.733
O1 -0.7669 -1.5428 -1.1637  -0.629
H1 -1.7122 2.7578 -0.9436  0.217
H2 -1.9723 2.1371 -2.3360  0.217
H3 -1.1878 3.6951 -2.2864  0.222
H4 0.4994 2.1990 -2.9925  0.213
H5 0.8953 2.2014 -1.3554  0.203
H6 1.0950 -0.3971 -3.5564  0.200
H7 -0.6170 -1.0114 -3.3729  0.240
H8 -0.3066 0.5670 -4.1158  0.191
H9 -1.7217 0.2034 0.6028  0.239
H10 -0.2394 -0.0485 1.1997  0.243
H11 -0.6109 1.4219 0.2513  0.213
C6 1.8107 -2.0062 3.5024  -0.610
C7 0.3667 -2.2835 4.0236  -0.616
H12 2.3710 -1.5215 4.2930  0.201
H13 2.3544 -2.9006 3.1867  0.206
H14 1.7774 -1.4344 2.5831  0.204
H15 0.4710 -1.8854 5.0287  0.202
H16 -0.0132 -3.2969 4.1165  0.211
H17 -0.3245 -1.6877 3.4372  0.203

Forces on atoms 1 to 6 (eV/Å):
-2.913 -0.481 0.086
-0.903 0.798 0.573
0.245 -0.369 -1.946
-0.338 0.075 1.438
-0.111 0.811 1.689
-1.503 0.549 0.720

---

Record 3
# C4H13N2

The ion C4H13N2 with charge +1 in a non-equilibrium geometry (wB97M-V/def2-TZVPD, OMol25).

As for the SMILES: CCNCC[NH3+]. The calculation puts the frontier orbital gap at 9.39 eV. As for the energy above the lowest of the compared OMol25 structures with the same formula, charge and spin: 64.18 kcal per mole. The net charge is +1. The lowest unoccupied orbital energy is -3.61 eV. For the calculated total energy, the calculation gives -7330.704 eV.

Each line ends with the natural charge from an NBO analysis.
Positions of all 19 atoms, in Å:
C1 -2.1430 0.6280 -1.5953  -0.655
C2 -1.0993 -0.3308 -1.2058  -0.221
N1 -0.0762 0.2736 -0.3291  -0.683
C3 -0.1065 0.2953 1.0722  -0.252
C4 1.1623 -0.3850 1.5866  -0.211
N2 2.3707 -0.4937 0.5535  -0.707
H1 -2.0297 1.5671 -1.1140  0.222
H2 -2.2554 0.5142 -2.7959  0.240
H3 -3.1100 0.2540 -1.2168  0.233
H4 -1.4039 -1.3282 -0.7276  0.198
H5 -0.5701 -0.7360 -2.0539  0.199
H6 0.0954 1.2373 -0.6153  0.372
H7 -0.2413 1.4026 1.4525  0.205
H8 -0.9535 -0.1411 1.5322  0.229
H9 0.9229 -1.3804 1.9008  0.229
H10 1.5425 0.2589 2.5432  0.238
H11 3.2497 -0.7365 1.1579  0.459
H12 2.5512 0.3263 0.0102  0.443
H13 2.0942 -1.2254 -0.1553  0.462

Forces on atoms 1 to 6 (eV/Å):
-2.756 -2.060 -2.922
1.660 -2.325 1.676
0.492 0.695 -2.043
0.412 2.613 0.967
1.487 2.535 2.550
-0.417 -1.906 2.197